Here is a structure of composition C6H6O from the Open Molecules 2025 dataset. Energies are from ωB97M-V with the def2-TZVPD basis set.

```
! RIJCOSX wB97M-V def2-TZVPD def2/J DEFGRID3
* xyz 0 1
C -1.184 0.019 0.842
O -1.555 -1.246 0.338
H 3.752 0.845 -0.083
H -1.555 0.260 1.835
C 1.525 0.395 0.083
C 2.705 0.634 -0.010
H 0.320 -2.126 0.021
H -0.503 -1.531 -1.466
C -0.327 -1.350 -0.402
H -0.743 2.008 0.183
C -0.987 1.028 -0.224
H -1.579 1.024 -1.135
C 0.131 0.041 0.018
*
```

The energy relative to the best compared isomer or geometry (same formula, charge and spin) is 94.4 kcal per mole. As for the total energy: -8362.41350 eV. The LUMO energy is 0.0386 Eh.

These are the Löwdin partial charges, in e, on atoms 1 to 8: atom 1 (C): -0.204, atom 2 (O): -0.063, atom 3 (H): 0.026, atom 4 (H): 0.150, atom 5 (C): -0.066, atom 6 (C): 0.121, atom 7 (H): 0.132, atom 8 (H): 0.128